C48H120F6N7O24S2Sr | wB97M-V/def2-TZVPD

Element x y z (Å)
Sr (27.9041, -13.3993, -0.0285)
C (25.9846, -9.0789, -0.5013)
F (25.4525, -8.0716, -1.2141)
F (27.2614, -8.7311, -0.2267)
F (25.3148, -9.2912, 0.6452)
S (26.1058, -10.6751, -1.6599)
O (25.0540, -10.5505, -2.6546)
O (27.4670, -10.6329, -2.2517)
N (26.0175, -12.0408, -0.5159)
S (24.4410, -12.1815, -0.4639)
O (23.5736, -11.0154, -0.2405)
O (23.9929, -13.0640, -1.5335)
C (24.1278, -13.2062, 1.1578)
F (22.8104, -13.3249, 1.4249)
F (24.6098, -14.4743, 1.0360)
F (24.7477, -12.5623, 2.1298)
C (28.0038, -16.0066, 3.8613)
C (29.1307, -16.5828, 4.4423)
C (30.5479, -16.3647, 3.9189)
O (31.6876, -16.8462, 4.4180)
C (30.7317, -15.5498, 2.8210)
C (29.6369, -14.9735, 2.1047)
C (28.1202, -15.1713, 2.7107)
O (27.1454, -14.7364, 2.1101)
O (29.8400, -14.4552, 0.9890)
O (28.8554, -17.4180, 5.4304)
H (27.0125, -16.2058, 4.2407)
H (31.7064, -15.5063, 2.3578)
C (25.3531, -14.4108, -4.4783)
O (26.0524, -15.3790, -3.6782)
H (24.5896, -14.9413, -5.0471)
H (24.9279, -13.6366, -3.8396)
H (26.0563, -13.9312, -5.1592)
H (26.5807, -15.9403, -4.2505)
C (20.4407, -12.1940, -1.8671)
O (21.2087, -11.0324, -1.8921)
H (20.5211, -12.7240, -0.9181)
H (19.4342, -11.7903, -1.9769)
H (20.5403, -12.9065, -2.6860)
H (20.8669, -10.5761, -1.1197)
C (24.5411, -13.8312, 4.7631)
O (24.8340, -15.1032, 4.2047)
H (24.4478, -13.9540, 5.8421)
H (25.2568, -13.0429, 4.5298)
H (23.5556, -13.4848, 4.4517)
H (25.4848, -14.9857, 3.5087)
C (22.0807, -7.4369, -2.5768)
O (22.4539, -7.8175, -3.8929)
H (21.6125, -6.4527, -2.5641)
H (21.4211, -8.1246, -2.0476)
H (22.9588, -7.3103, -1.9435)
H (22.7251, -8.7378, -3.9270)
C (27.1971, -10.2685, 3.3376)
C (27.7563, -11.6708, 3.2356)
O (28.4101, -11.7198, 1.9917)
H (28.0242, -9.5623, 3.2659)
H (26.6578, -10.1198, 4.2731)
H (26.4573, -10.1000, 2.5549)
H (26.9454, -12.3969, 3.2949)
H (28.4798, -11.8920, 4.0202)
H (29.1973, -11.2000, 2.1700)
C (19.6088, -14.0962, 1.3625)
C (19.6295, -12.6977, 2.0046)
O (20.2395, -12.8120, 3.2741)
H (18.9970, -14.8582, 1.8454)
H (20.5838, -14.4749, 1.0556)
H (19.1274, -14.0461, 0.3858)
H (18.5862, -12.3873, 2.0619)
H (20.1997, -12.0149, 1.3746)
H (20.4938, -11.9546, 3.6232)
C (22.9844, -6.5481, 0.9005)
C (21.8794, -5.4374, 1.1706)
O (21.2649, -5.1079, 0.0177)
H (23.7318, -6.2031, 0.1861)
H (22.4725, -7.4312, 0.5179)
H (23.5092, -6.8894, 1.7928)
H (22.2855, -4.4714, 1.4706)
H (21.2335, -5.6365, 2.0258)
H (20.3944, -4.7641, 0.2314)
C (30.2696, -7.4036, -1.6558)
C (31.1669, -7.0267, -2.8197)
O (31.6878, -8.2355, -3.3539)
H (29.8113, -6.5407, -1.1727)
H (30.7851, -7.8701, -0.8162)
H (29.4871, -8.0770, -2.0055)
H (32.0386, -6.4611, -2.4905)
H (30.6545, -6.5102, -3.6313)
H (32.2469, -8.6899, -2.7194)
C (22.7107, -10.0447, 3.1245)
C (22.2918, -10.3336, 4.5307)
O (20.8372, -10.3364, 4.4822)
H (23.7912, -10.1230, 3.0045)
H (22.4152, -9.0620, 2.7568)
H (22.3613, -10.7998, 2.4203)
H (22.6598, -9.5309, 5.1698)
H (22.6474, -11.2969, 4.8962)
H (20.4456, -10.5373, 5.3353)
C (22.9445, -16.6820, -1.0439)
C (22.6469, -16.4301, -2.5372)
O (21.2580, -16.4942, -2.6602)
H (22.5880, -15.8479, -0.4395)
H (23.9983, -16.7614, -0.7770)
H (22.4796, -17.6042, -0.6952)
H (23.0386, -17.2170, -3.1817)
H (23.0195, -15.4609, -2.8688)
H (21.0670, -15.9635, -3.4371)
C (27.1180, -1.2756, -1.1650)
C (28.1340, -2.0429, -2.0133)
C (27.7083, -3.5207, -2.3007)
O (27.5552, -4.2371, -1.1111)
C (26.8276, -5.4754, -1.2583)
N (28.1115, -1.3578, -3.3199)
H (26.1132, -1.2963, -1.5871)
H (27.4616, -0.2587, -0.9753)
H (27.1189, -1.7806, -0.1991)
H (29.1079, -1.9276, -1.5378)
H (28.5100, -3.9956, -2.8662)
H (26.8312, -3.5093, -2.9478)
H (27.0115, -6.0562, -2.1622)
H (25.7493, -5.3564, -1.3640)
H (27.0934, -6.0123, -0.3477)
H (28.7052, -1.8872, -3.9424)
H (28.4389, -0.4031, -3.2819)
C (30.0268, -14.7078, -3.8284)
C (29.6688, -13.9452, -2.5187)
C (30.4116, -12.6756, -2.2451)
O (29.9625, -12.1149, -0.9963)
C (30.2685, -10.7835, -0.7344)
N (28.2854, -13.6485, -2.5927)
H (29.3484, -15.5130, -4.1105)
H (31.0593, -15.0564, -3.8092)
H (29.9169, -14.1509, -4.7589)
H (29.8025, -14.6856, -1.7300)
H (30.1373, -11.9176, -2.9788)
H (31.4846, -12.8351, -2.1384)
H (30.1417, -10.2184, -1.6578)
H (31.3312, -10.6751, -0.5174)
H (29.6196, -10.4775, 0.0862)
H (28.3196, -12.8546, -3.2161)
H (27.8423, -14.2928, -3.2320)
C (26.5513, -18.0003, 0.3812)
C (27.4593, -17.0044, -0.3940)
C (27.9565, -17.5782, -1.7271)
O (28.7673, -18.7368, -1.4942)
C (29.5345, -19.1301, -2.6099)
N (26.7105, -15.7690, -0.6532)
H (26.4015, -17.6571, 1.4048)
H (26.9775, -19.0023, 0.4300)
H (25.5714, -18.1647, -0.0669)
H (28.2762, -16.6930, 0.2571)
H (28.5773, -16.7705, -2.1149)
H (27.1756, -17.7506, -2.4678)
H (30.2481, -18.3433, -2.8546)
H (28.9452, -19.3457, -3.5012)
H (30.0825, -19.9914, -2.2279)
H (26.3356, -15.6739, -1.5862)
H (25.9027, -15.8575, -0.0534)
C (29.0004, -7.3933, -5.8081)
C (28.2070, -8.1213, -4.7494)
C (26.7833, -8.5477, -5.1825)
O (26.0221, -7.4472, -5.6626)
C (25.4886, -6.6255, -4.6826)
N (28.9381, -9.3078, -4.2808)
H (28.8524, -7.9393, -6.7397)
H (30.0495, -7.3646, -5.5138)
H (28.6573, -6.3611, -5.8791)
H (28.1215, -7.4337, -3.9080)
H (26.2612, -9.0820, -4.3887)
H (26.8892, -9.3403, -5.9232)
H (26.2861, -6.0400, -4.2251)
H (24.9524, -7.1227, -3.8742)
H (24.8187, -5.8600, -5.0741)
H (29.8751, -9.0038, -4.0573)
H (28.4926, -9.6233, -3.4311)
C (22.4733, -17.1319, 2.5285)
C (22.5486, -18.1231, 3.7067)
C (23.5548, -19.3031, 3.5907)
O (23.2088, -20.2734, 2.6454)
C (24.1866, -21.2813, 2.5101)
N (22.7269, -17.2653, 4.9099)
H (21.6727, -16.3971, 2.6139)
H (22.2649, -17.6750, 1.6067)
H (23.4097, -16.5788, 2.4556)
H (21.5644, -18.5917, 3.7145)
H (23.4565, -19.7843, 4.5638)
H (24.5328, -18.8649, 3.3916)
H (24.1895, -21.8033, 3.4670)
H (25.1534, -20.8039, 2.3503)
H (23.9408, -22.0243, 1.7514)
H (23.5681, -16.7260, 4.7626)
H (22.0126, -16.5529, 4.9577)
C (21.3778, -11.8790, -5.6032)
C (22.8052, -11.6218, -5.1649)
C (23.8178, -11.2326, -6.2133)
O (24.0615, -12.3123, -7.0369)
C (25.0780, -12.2132, -8.0152)
N (22.7711, -10.5619, -4.1462)
H (21.3914, -12.5864, -6.4324)
H (20.8516, -10.9986, -5.9722)
H (20.8304, -12.3606, -4.7930)
H (23.1213, -12.5492, -4.6874)
H (24.7382, -10.9566, -5.6988)
H (23.5626, -10.3181, -6.7487)
H (25.0634, -13.0984, -8.6510)
H (26.0733, -12.2331, -7.5711)
H (25.0821, -11.4032, -8.7446)
H (22.0290, -10.7178, -3.4791)
H (23.6136, -10.5459, -3.5894)

The value obtained for the LUMO energy (spin up / spin down) is -0.04973 / -0.11869 hartree. As for the gap between HOMO and LUMO (spin up / spin down): 7.19 / 5.17 eV. The spin multiplicity is 2. The value obtained for the energy is -150094.7540 eV.

***

C48H120N8 | wB97M-V/def2-TZVPD

Element x y z (Å)
C (-9.1893, 2.7536, -1.2484)
C (-7.6759, 2.9654, -1.2453)
N (-6.9965, 2.1551, -0.2537)
C (-5.5671, 2.0241, -0.4952)
C (-5.2293, 1.3928, -1.8284)
C (-7.2837, 2.5642, 1.1045)
C (-6.7254, 1.5867, 2.1515)
H (-9.6656, 3.0447, -0.3152)
H (-9.4292, 1.7298, -1.5261)
H (-9.5903, 3.4044, -2.0318)
H (-7.3213, 2.5910, -2.2058)
H (-7.4269, 4.0392, -1.2172)
H (-5.0906, 3.0226, -0.4099)
H (-5.0939, 1.4493, 0.3025)
H (-6.0079, 0.6810, -2.1208)
H (-5.2466, 2.1099, -2.6508)
H (-4.3362, 0.7701, -1.8654)
H (-8.3636, 2.5970, 1.2326)
H (-6.8978, 3.5798, 1.3109)
H (-6.7701, 0.5724, 1.7424)
H (-7.4038, 1.5645, 3.0048)
H (-5.7000, 1.7766, 2.4573)
C (6.7777, -3.3185, 4.2512)
C (6.1911, -1.9147, 4.3614)
N (5.6246, -1.3426, 3.1341)
C (6.6527, -1.1610, 2.1083)
C (6.2518, -0.0909, 1.0968)
C (4.4646, -2.0678, 2.6440)
C (3.1989, -1.6284, 3.3949)
H (6.0472, -4.0403, 3.8787)
H (7.1592, -3.6840, 5.2029)
H (7.5878, -3.3400, 3.5185)
H (5.4927, -1.8271, 5.1962)
H (7.0000, -1.2168, 4.6082)
H (7.5723, -0.8150, 2.5839)
H (6.8421, -2.1185, 1.6025)
H (6.8379, -0.2027, 0.1806)
H (5.1913, -0.1358, 0.8526)
H (6.4591, 0.9184, 1.4565)
H (4.5132, -3.1644, 2.7410)
H (4.3269, -1.8724, 1.5809)
H (3.0651, -0.5614, 3.2413)
H (3.1991, -1.8786, 4.4552)
H (2.3813, -2.2116, 2.9600)
C (9.2616, 2.4297, 5.2711)
C (7.8771, 2.2619, 4.6588)
N (6.8190, 2.7175, 5.5718)
C (6.6001, 4.1354, 5.3899)
C (5.6895, 4.7492, 6.4493)
C (5.6060, 1.9218, 5.4315)
C (4.8337, 2.0649, 4.0836)
H (9.4479, 1.6311, 5.9957)
H (9.3959, 3.3471, 5.8438)
H (10.0369, 2.3243, 4.5093)
H (7.7995, 2.7862, 3.6953)
H (7.7526, 1.1948, 4.4596)
H (7.5587, 4.6561, 5.4557)
H (6.1889, 4.3958, 4.3996)
H (5.6037, 5.8265, 6.2853)
H (4.6559, 4.4082, 6.3366)
H (6.0214, 4.5404, 7.4638)
H (4.9395, 2.2077, 6.2451)
H (5.8337, 0.8609, 5.5280)
H (3.8952, 2.6154, 4.1973)
H (4.6033, 1.0747, 3.7054)
H (5.4408, 2.6942, 3.4318)
C (2.5256, 1.4134, 1.1143)
C (1.6329, 2.3983, 0.3712)
N (0.2796, 1.9138, 0.1474)
C (-0.4489, 2.8861, -0.6433)
C (-1.9356, 2.5984, -0.7492)
C (0.1768, 0.5561, -0.3724)
C (0.7886, 0.3294, -1.7539)
H (2.1221, 1.1425, 2.0846)
H (3.5120, 1.8708, 1.2452)
H (2.7619, 0.5977, 0.4268)
H (1.5295, 3.3071, 0.9712)
H (2.1455, 2.7101, -0.5574)
H (-0.0393, 2.9139, -1.6736)
H (-0.2988, 3.9055, -0.2854)
H (-2.1716, 1.6392, -1.2089)
H (-2.3965, 3.3296, -1.4205)
H (-2.4225, 2.6701, 0.2247)
H (0.6066, -0.1224, 0.3639)
H (-0.8736, 0.2662, -0.4220)
H (0.6121, -0.7296, -1.9890)
H (0.3086, 0.8462, -2.5863)
H (1.8670, 0.4805, -1.8060)
C (-0.6700, -2.2858, 1.9911)
C (-0.8071, -1.7813, 3.4467)
N (-2.1494, -1.7900, 3.9740)
C (-3.1942, -1.1093, 3.2439)
C (-2.8310, 0.3124, 2.8323)
C (-2.5686, -2.9366, 4.7233)
C (-2.9546, -4.1800, 3.8890)
H (-1.3309, -3.1489, 1.8884)
H (0.3485, -2.6199, 1.7960)
H (-0.9770, -1.5044, 1.3061)
H (-0.1460, -2.3272, 4.1202)
H (-0.4577, -0.7416, 3.4615)
H (-3.4573, -1.6731, 2.3307)
H (-4.0923, -1.0989, 3.8669)
H (-2.7154, 0.9378, 3.7200)
H (-1.8909, 0.3336, 2.2829)
H (-3.6076, 0.7363, 2.1946)
H (-3.4958, -2.6365, 5.2245)
H (-1.8476, -3.2316, 5.4864)
H (-2.1155, -4.6037, 3.3302)
H (-3.7852, -3.9722, 3.2151)
H (-3.2265, -4.9846, 4.5821)
C (5.1057, 3.0291, -4.2265)
C (4.7463, 1.5558, -4.0497)
N (4.7428, 0.7843, -5.2800)
C (4.3848, -0.6047, -5.0036)
C (2.9155, -0.7777, -4.6307)
C (5.9532, 0.8872, -6.0673)
C (5.7944, 0.4922, -7.5209)
H (4.8126, 3.6185, -3.3607)
H (4.5429, 3.4150, -5.0847)
H (6.1548, 3.1888, -4.4644)
H (5.4472, 1.1308, -3.3030)
H (3.7473, 1.5314, -3.6133)
H (4.5745, -1.1594, -5.9211)
H (5.0215, -1.0427, -4.2156)
H (2.2784, -0.4396, -5.4439)
H (2.7813, -1.8495, -4.4627)
H (2.7067, -0.2832, -3.6864)
H (6.7943, 0.3069, -5.6302)
H (6.3459, 1.9023, -6.0424)
H (5.1251, 1.1559, -8.0761)
H (5.2983, -0.4728, -7.6638)
H (6.7629, 0.4425, -8.0168)
C (-6.2332, -2.0280, -1.4179)
C (-5.7443, -1.8388, 0.0319)
N (-4.9246, -2.9109, 0.5105)
C (-3.7090, -3.1702, -0.2573)
C (-2.9423, -1.9270, -0.6472)
C (-5.6043, -4.1451, 0.8442)
C (-6.6392, -3.9771, 1.9418)
H (-6.9611, -2.8511, -1.3722)
H (-5.4616, -2.3084, -2.1294)
H (-6.8363, -1.1906, -1.7639)
H (-5.2190, -0.8754, 0.0598)
H (-6.5847, -1.6484, 0.7005)
H (-3.0851, -3.8401, 0.3378)
H (-4.0442, -3.7080, -1.1635)
H (-2.0255, -2.2103, -1.1666)
H (-3.5457, -1.3378, -1.3424)
H (-2.7145, -1.2878, 0.2039)
H (-4.8427, -4.8468, 1.1946)
H (-6.0570, -4.6078, -0.0530)
H (-7.5019, -3.4085, 1.5902)
H (-6.2140, -3.3638, 2.7414)
H (-6.9376, -4.9434, 2.3410)
C (-1.1434, 0.1237, -6.0466)
C (-2.2896, -0.0034, -5.0166)
N (-3.2440, -1.0740, -5.2838)
C (-2.6996, -2.4158, -5.2994)
C (-3.6882, -3.4101, -4.7189)
C (-4.1666, -0.7927, -6.3807)
C (-5.1672, 0.3064, -6.0366)
H (-0.4228, -0.6570, -5.8085)
H (-0.6725, 1.1047, -5.9466)
H (-1.4788, 0.0841, -7.0826)
H (-1.8190, -0.2589, -4.0649)
H (-2.8678, 0.9198, -4.9786)
H (-1.7636, -2.4675, -4.7348)
H (-2.3689, -2.6880, -6.3211)
H (-3.6654, -4.4363, -5.0886)
H (-4.7077, -3.0793, -4.9293)
H (-3.5475, -3.4177, -3.6367)
H (-3.5308, -0.5041, -7.2344)
H (-4.6970, -1.6964, -6.6749)
H (-5.3013, 0.3827, -4.9576)
H (-4.8436, 1.2938, -6.3781)
H (-6.1197, 0.1380, -6.5392)

The value obtained for the LUMO energy is 0.02313 hartree. As for the gap between HOMO and LUMO: 8.12 eV. As for the SMILES: CCN(CC)CC.CCN(CC)CC.CCN(CC)CC.CCN(CC)CC.CCN(CC)CC.CCN(CC)CC.CCN(CC)CC.CCN(CC)CC. The value obtained for the energy is -63640.5940 eV.

***

The lowest energy belongs to which entry? C48H120F6N7O24S2Sr